Record 1
ORCA calculation (wB97M-V/def2-TZVPD) on a structure of composition C18H30N3OY in a non-equilibrium geometry.

ORCA input file:
```
! wB97M-V def2-TZVPD RIJCOSX def2/J DEFGRID3
* xyz 2 1
C -2.389 -2.734 -1.174
H -2.607 -1.687 -1.477
H -3.292 -3.155 -0.697
H -2.238 -3.347 -2.076
C -1.216 -2.727 -0.173
H -0.357 -2.154 -0.583
H -1.531 -2.228 0.765
C -0.684 -4.118 0.153
H 0.055 -4.146 0.968
H -1.497 -4.781 0.463
H -0.206 -4.578 -0.722
C 1.754 1.517 -0.227
C 2.304 0.184 -0.340
C 1.660 -0.454 -1.457
C 0.738 0.470 -2.039
C 0.783 1.677 -1.271
C 0.139 2.954 -1.676
C 0.017 0.299 -3.337
C 1.888 -1.838 -1.956
C 3.209 -0.490 0.647
C 2.124 2.563 0.772
Y -0.001 0.033 0.389
H -0.782 1.044 -3.463
H 0.703 0.415 -4.197
H -0.455 -0.692 -3.421
H -0.863 2.799 -2.097
H 0.052 3.648 -0.834
H 0.749 3.444 -2.453
H 2.232 2.154 1.788
H 3.086 3.013 0.477
H 1.369 3.361 0.814
H 2.810 -1.485 0.934
H 4.226 -0.635 0.237
H 3.311 0.113 1.565
H 0.937 -2.356 -2.159
H 2.468 -1.848 -2.893
H 2.414 -2.445 -1.210
C -3.678 2.003 2.753
N -2.344 1.626 3.213
C -1.970 1.795 4.524
C -0.709 1.438 4.915
C 0.137 0.860 3.957
N -0.219 0.780 2.646
C -1.438 1.270 2.296
O -1.721 1.275 1.026
N 1.323 0.309 4.212
H -3.737 1.752 1.697
H -3.803 3.073 2.918
H -4.409 1.445 3.338
H -2.750 2.225 5.161
H -0.366 1.550 5.948
H 1.705 0.290 5.136
H 1.793 -0.192 3.473
*
```

HOMO energy: -14.507 eV
E_LUMO: -0.2525 Eh
Kohn-Sham gap: 7.636 eV
F_max: 1.92 eV/A
energy relative to the best compared isomer or geometry (same formula, charge and spin): 4.6 kcal per mole

Which charges does Löwdin predict for the atoms? In e, they are: atom 1 (C): -0.080, atom 2 (H): 0.077, atom 3 (H): 0.095, atom 4 (H): 0.096, atom 5 (C): -0.360, atom 6 (H): 0.029, atom 7 (H): 0.089, atom 8 (C): -0.091, atom 9 (H): 0.080, atom 10 (H): 0.092, atom 11 (H): 0.092, atom 12 (C): -0.329, atom 13 (C): -0.307, atom 14 (C): -0.298, atom 15 (C): -0.274, atom 16 (C): -0.313, atom 17 (C): -0.018, atom 18 (C): -0.007, atom 19 (C): -0.021, atom 20 (C): -0.027, atom 21 (C): -0.026, atom 22 (Y): 1.691, atom 23 (H): 0.085, atom 24 (H): 0.115, atom 25 (H): 0.084, atom 26 (H): 0.088, atom 27 (H): 0.079, atom 28 (H): 0.116, atom 29 (H): 0.065, atom 30 (H): 0.113, atom 31 (H): 0.085, atom 32 (H): 0.086, atom 33 (H): 0.116, atom 34 (H): 0.074, atom 35 (H): 0.075, atom 36 (H): 0.114, atom 37 (H): 0.087, atom 38 (C): 0.043, atom 39 (N): -0.028, atom 40 (C): 0.055, atom 41 (C): 0.049, atom 42 (C): -0.320, atom 43 (N): 0.078, atom 44 (C): -0.459, atom 45 (O): -0.111, atom 46 (N): 0.220, atom 47 (H): 0.100, atom 48 (H): 0.120, atom 49 (H): 0.117, atom 50 (H): 0.167, atom 51 (H): 0.144, atom 52 (H): 0.138, atom 53 (H): 0.112


Record 2
ORCA calculation (wB97M-V/def2-TZVPD) on a structure of composition C40H43N6PSTi.

ORCA input file:
```
! wB97M-V def2-TZVPD RIJCOSX def2/J DEFGRID3
* xyz 3 2
Ti 0.735 0.225 -0.423
C 0.145 3.134 2.898
C 0.310 1.991 1.963
N 0.566 2.043 0.706
C 0.847 3.259 -0.063
C 0.191 3.159 -1.434
N 0.282 1.777 -1.998
C 1.192 1.576 -3.164
C 2.527 1.010 -2.731
N 2.312 -0.177 -1.860
C 2.220 -1.514 -2.503
C 1.356 -2.482 -1.651
N 1.065 -1.884 -0.343
C 0.872 -2.519 0.757
C 1.038 -3.981 0.980
C 0.499 -1.638 1.905
C 0.308 -2.053 3.216
C 0.036 -1.092 4.179
C 0.000 0.257 3.831
C 0.205 0.596 2.506
N 0.406 -0.347 1.582
H 0.829 3.021 3.741
H -0.871 3.126 3.302
H 0.329 4.098 2.436
H 1.933 3.316 -0.177
H 0.518 4.171 0.434
H 0.642 3.884 -2.113
H -0.867 3.399 -1.349
H -0.658 1.585 -2.329
H 1.325 2.501 -3.728
H 0.715 0.859 -3.830
H 3.086 1.737 -2.138
H 3.137 0.765 -3.602
H 3.103 -0.192 -1.220
H 3.225 -1.916 -2.638
H 1.782 -1.407 -3.495
H 1.842 -3.453 -1.575
H 0.392 -2.634 -2.145
H 1.137 -4.543 0.056
H 0.188 -4.376 1.536
H 1.929 -4.153 1.591
H 0.376 -3.097 3.488
H -0.123 -1.387 5.207
H -0.170 1.012 4.585
C -2.555 -2.601 -5.027
C -3.116 -3.131 -3.875
C -2.915 -2.515 -2.646
C -2.138 -1.361 -2.557
C -1.592 -0.827 -3.728
C -1.800 -1.436 -4.954
P -1.830 -0.527 -0.973
C -2.787 1.019 -0.975
C -2.741 1.830 0.165
C -3.423 3.035 0.203
C -4.136 3.462 -0.913
C -4.183 2.668 -2.049
C -3.520 1.446 -2.081
C -2.541 -1.601 0.308
C -2.098 -2.925 0.391
C -2.604 -3.779 1.358
C -3.547 -3.317 2.269
C -4.002 -2.010 2.184
C -3.510 -1.156 1.203
H -2.718 -3.082 -5.982
H -3.728 -4.021 -3.930
H -3.389 -2.932 -1.769
H -1.044 0.107 -3.706
H -1.388 -0.998 -5.853
H -2.208 1.489 1.046
H -3.414 3.640 1.101
H -4.668 4.403 -0.887
H -4.757 2.987 -2.909
H -3.598 0.822 -2.962
H -1.409 -3.315 -0.350
H -2.292 -4.816 1.384
H -3.951 -3.985 3.017
H -4.765 -1.657 2.865
H -3.913 -0.156 1.128
S 5.018 -1.177 2.070
C 3.770 -0.927 0.944
N 3.183 0.241 0.921
C 3.789 1.069 1.880
C 3.517 2.419 2.131
C 4.221 3.077 3.116
C 5.206 2.422 3.869
C 5.511 1.103 3.625
C 4.797 0.443 2.624
H 3.491 -1.738 0.285
H 2.802 2.963 1.536
H 4.028 4.125 3.299
H 5.747 2.966 4.631
H 6.291 0.599 4.179
*
```

HOMO energy (spin up / spin down): -16.181 / -16.166 eV
<S²>: 0.754
E_LUMO (spin up / spin down): -0.3369 / -0.3376 Eh
Kohn-Sham gap (spin up / spin down): 7.014 / 6.980 eV
F_max: 0.24 eV/A
energy relative to the best compared isomer or geometry (same formula, charge and spin): 4.3 kcal per mole

Which charges does Löwdin predict for the atoms? In e, they are: atom 1 (Ti): 0.971, atom 2 (C): 0.029, atom 3 (C): -0.253, atom 4 (N): -0.008, atom 5 (C): -0.143, atom 6 (C): -0.123, atom 7 (N): -0.116, atom 8 (C): -0.149, atom 9 (C): -0.136, atom 10 (N): -0.145, atom 11 (C): -0.113, atom 12 (C): -0.124, atom 13 (N): -0.042, atom 14 (C): -0.270, atom 15 (C): 0.029, atom 16 (C): -0.188, atom 17 (C): 0.061, atom 18 (C): 0.036, atom 19 (C): 0.061, atom 20 (C): -0.183, atom 21 (N): 0.045, atom 22 (H): 0.110, atom 23 (H): 0.118, atom 24 (H): 0.090, atom 25 (H): 0.121, atom 26 (H): 0.130, atom 27 (H): 0.139, atom 28 (H): 0.120, atom 29 (H): 0.065, atom 30 (H): 0.142, atom 31 (H): 0.105, atom 32 (H): 0.135, atom 33 (H): 0.145, atom 34 (H): 0.077, atom 35 (H): 0.137, atom 36 (H): 0.129, atom 37 (H): 0.126, atom 38 (H): 0.120, atom 39 (H): 0.095, atom 40 (H): 0.090, atom 41 (H): 0.121, atom 42 (H): 0.136, atom 43 (H): 0.139, atom 44 (H): 0.135, atom 45 (C): -0.033, atom 46 (C): -0.032, atom 47 (C): -0.063, atom 48 (C): -0.370, atom 49 (C): -0.123, atom 50 (C): -0.048, atom 51 (P): 1.094, atom 52 (C): -0.375, atom 53 (C): -0.141, atom 54 (C): -0.057, atom 55 (C): -0.039, atom 56 (C): -0.034, atom 57 (C): -0.059, atom 58 (C): -0.353, atom 59 (C): -0.142, atom 60 (C): -0.059, atom 61 (C): -0.040, atom 62 (C): -0.038, atom 63 (C): -0.058, atom 64 (H): 0.125, atom 65 (H): 0.124, atom 66 (H): 0.107, atom 67 (H): 0.071, atom 68 (H): 0.120, atom 69 (H): 0.090, atom 70 (H): 0.117, atom 71 (H): 0.124, atom 72 (H): 0.124, atom 73 (H): 0.110, atom 74 (H): 0.103, atom 75 (H): 0.120, atom 76 (H): 0.123, atom 77 (H): 0.122, atom 78 (H): 0.101, atom 79 (S): 1.165, atom 80 (C): -0.489, atom 81 (N): 0.015, atom 82 (C): -0.287, atom 83 (C): -0.029, atom 84 (C): -0.043, atom 85 (C): -0.038, atom 86 (C): -0.049, atom 87 (C): -0.447, atom 88 (H): 0.074, atom 89 (H): 0.076, atom 90 (H): 0.121, atom 91 (H): 0.126, atom 92 (H): 0.127